Here is the molecule C16H24N2O5S from OMol25. Energies are from the ωB97M-V functional and the def2-TZVPD basis.

Its charge is 0. For the total energy, the calculation gives -1507.98256 Eh. The value obtained for the relative energy (zero: lowest compared OMol25 entry of this formula, charge and spin) is 1.162 eV. The largest force on an atom is 0.92 eV/Å. As for the structure (SMILES): CCCNS(=O)(=O)c1ccc(OCC(=O)NC[C@@H]2CCCO2)cc1. The calculation puts the HOMO-LUMO gap at 9.78 eV.

Cartesian coordinates (Å):
S (-0.567, 0.995, 4.826)
O (2.303, -2.810, -2.989)
O (0.262, -1.461, -0.485)
O (-0.016, 0.134, 5.830)
O (-2.251, -1.874, -3.819)
O (-1.934, 1.410, 4.913)
N (0.069, -2.944, -2.638)
N (0.368, 2.364, 4.840)
C (0.450, 3.434, 2.568)
C (0.898, -0.406, 2.978)
C (-0.318, -3.283, -3.984)
C (-0.937, 0.050, -3.588)
C (0.147, -0.930, 0.760)
C (1.133, -0.984, 1.741)
C (-0.302, 0.224, 3.230)
C (-1.292, 0.279, 2.265)
C (1.328, -2.647, -2.287)
C (1.963, 3.296, 2.434)
C (-1.101, -2.124, -4.622)
C (-1.070, -0.296, 1.031)
C (1.457, -2.120, -0.851)
C (-0.293, -0.812, -4.676)
C (-0.010, 3.494, 4.030)
C (-2.367, -0.484, -3.593)
H (-1.422, -2.434, -5.626)
H (0.392, 4.396, 4.502)
H (1.638, -0.458, 3.761)
H (0.588, -3.491, -4.555)
H (-0.685, -2.670, -2.024)
H (2.257, 3.370, 1.390)
H (-1.823, -0.274, 0.259)
H (1.654, -2.976, -0.191)
H (1.354, 2.169, 4.892)
H (-0.954, -4.171, -3.960)
H (-2.950, -0.019, -4.402)
H (2.076, -1.474, 1.556)
H (-0.036, 2.597, 2.063)
H (-0.408, -0.340, -5.652)
H (-2.898, -0.345, -2.650)
H (0.765, -0.989, -4.499)
H (0.125, 4.354, 2.079)
H (2.469, 4.083, 2.989)
H (-0.469, -0.136, -2.621)
H (2.301, 2.332, 2.809)
H (-2.223, 0.767, 2.504)
H (-0.891, 1.114, -3.806)
H (-1.099, 3.530, 4.080)
H (2.318, -1.441, -0.814)

Here are the natural (NBO) charges for atoms 1 to 8, given in e: 2.325 -0.623 -0.525 -0.935 -0.541 -0.940 -0.612 -0.861

---

Here is a structure of composition C16H24N2OPPdSSe2 in a non-equilibrium geometry from OMol25. Energies are from the ωB97M-V functional and the def2-TZVPD basis.

Its charge is +1. For the total energy, the calculation gives -6478.95871 Eh. The value obtained for the relative energy (zero: lowest compared OMol25 entry of this formula, charge and spin) is 1.584 eV. The largest force on an atom is 1.37 eV/Å. The calculation puts the HOMO-LUMO gap (spin up / spin down) at 6.91 / 6.91 eV.

Cartesian coordinates (Å):
Pd (1.239, 0.772, -0.250)
Se (0.012, -1.356, -0.883)
Se (-0.741, 2.017, 0.451)
S (3.767, -1.473, 1.213)
P (-1.512, 0.074, -0.216)
O (2.791, -0.334, 1.092)
N (2.608, 2.530, 0.158)
N (2.496, 0.876, -2.191)
C (-2.411, -0.714, 1.163)
C (-3.535, -2.647, 2.046)
C (5.001, -0.891, 2.404)
C (-2.579, -0.059, 2.377)
C (-3.222, -0.703, 3.424)
C (-2.987, 1.614, -2.043)
C (3.642, 1.753, -1.928)
C (-2.661, 0.334, -1.612)
C (-4.344, 0.674, -3.791)
C (-3.701, -1.993, 3.259)
C (-4.020, -0.605, -3.358)
C (-2.880, -2.016, 1.002)
C (-3.170, -0.778, -2.279)
C (3.184, 2.963, -1.126)
C (-3.826, 1.780, -3.136)
C (2.959, -2.677, 2.288)
H (4.131, 2.096, -2.842)
H (2.591, -2.168, 3.177)
H (3.303, 2.078, 0.742)
H (5.572, -0.102, 1.918)
H (4.483, -0.503, 3.279)
H (-4.423, -1.472, -3.865)
H (3.672, -3.460, 2.548)
H (2.791, -0.040, -2.504)
H (-3.909, -3.653, 1.912)
H (-2.596, 2.479, -1.527)
H (4.367, 1.188, -1.339)
H (1.895, 1.264, -2.905)
H (-3.344, -0.194, 4.371)
H (2.131, -3.101, 1.724)
H (-2.893, -1.777, -1.971)
H (-4.201, -2.495, 4.077)
H (-4.996, 0.804, -4.644)
H (4.035, 3.634, -0.991)
H (2.407, 3.498, -1.674)
H (-4.071, 2.778, -3.475)
H (-2.722, -2.544, 0.071)
H (5.667, -1.710, 2.674)
H (-2.216, 0.951, 2.506)
H (2.218, 3.308, 0.674)

Here are the natural (NBO) charges for atoms 1 to 8, given in e: 0.667 -0.277 -0.311 1.249 1.023 -1.054 -0.781 -0.845

---

Here is a cluster of 2 separate species, C16H24N4O2S in total in a non-equilibrium geometry from OMol25. Energies are from the ωB97M-V functional and the def2-TZVPD basis.

Its charge is 0. For the total energy, the calculation gives -1391.79014 Eh. The value obtained for the relative energy (zero: lowest compared OMol25 entry of this formula, charge and spin) is 0.118 eV. The largest force on an atom is 3.63 eV/Å. As for the structure (SMILES): CNC(=O)[C@H](CS)NC(C)=O.c1cncc(C2=NCCCC2)c1. The calculation puts the HOMO-LUMO gap at 9.51 eV.

Cartesian coordinates (Å):
S (-0.327, -0.989, -0.451)
O (1.855, -2.216, -3.164)
O (-1.555, -0.971, -5.500)
N (4.142, 2.608, 3.281)
N (0.118, 2.299, 4.316)
N (-0.153, -3.145, -3.537)
N (-1.463, -0.659, -3.282)
C (2.666, 0.311, 2.665)
C (-0.336, 0.856, 2.347)
C (2.026, 1.456, 3.160)
C (-1.327, 2.520, 4.512)
C (0.381, -0.033, -1.823)
C (4.753, 1.512, 2.811)
C (-1.835, 1.027, 2.612)
C (-2.109, 2.402, 3.206)
C (2.811, 2.579, 3.462)
C (4.048, 0.349, 2.497)
C (-3.627, -0.719, -4.372)
C (0.001, -0.690, -3.158)
C (0.574, 1.533, 3.350)
C (-2.119, -0.786, -4.433)
C (0.639, -2.092, -3.292)
C (0.321, -4.519, -3.681)
H (2.337, 3.481, 3.838)
H (-4.026, -0.872, -5.374)
H (-1.131, -2.958, -3.682)
H (-2.170, 0.257, 3.315)
H (-1.482, 3.518, 4.934)
H (-4.000, -1.495, -3.708)
H (5.829, 1.529, 2.672)
H (0.957, -4.780, -2.833)
H (0.425, -0.093, -3.968)
H (4.587, -0.515, 2.121)
H (-1.801, 3.188, 2.509)
H (-3.929, 0.261, -4.009)
H (0.016, 0.995, -1.795)
H (-3.180, 2.520, 3.400)
H (-1.994, -0.550, -2.431)
H (-1.708, 1.796, 5.241)
H (0.426, -0.443, 0.510)
H (1.470, -0.023, -1.735)
H (-0.105, 1.283, 1.366)
H (0.907, -4.610, -4.597)
H (-2.396, 0.895, 1.681)
H (2.120, -0.597, 2.425)
H (-0.112, -0.212, 2.319)
H (-0.524, -5.208, -3.723)

Here are the natural (NBO) charges for atoms 1 to 8, given in e: -0.069 -0.640 -0.624 -0.411 -0.408 -0.593 -0.630 -0.166